Record 1
Below is one molecule with the formula H2N2O3Si in a non-equilibrium geometry, with properties calculated with wB97M-V/def2-TZVPD.

Output
HOMO energy (alpha / beta) = -10.222 / -10.297 eV
SMILES string = O=N[SiH2][N+](=O)[O-]
LUMO level (alpha / beta) = -1.7 / -1.8 eV

```
8
Properties=species:S:1:pos:R:3:forces:R:3:nbo_charge:R:1
N -0.360 -1.682 0.430 -0.652 -1.100 1.356 -0.27
O -1.088 1.165 -1.710 0.477 -0.016 -0.350 -0.36
Si 0.549 -0.243 0.024 2.185 1.608 -1.438 1.25
H 1.606 -0.644 -1.028 -1.147 0.163 0.611 -0.15
O -0.292 -2.150 1.562 -0.065 0.482 -1.084 -0.17
H 1.180 0.650 0.983 0.118 -0.431 0.649 -0.16
N -0.601 1.116 -0.599 -1.123 -1.061 -0.049 0.25
O -0.995 1.789 0.339 0.208 0.355 0.305 -0.39
```
Positions in Å, forces in eV/Å.

---

Record 2
Below is C41H50N5O6S3SeV as an isolated structure in a non-equilibrium geometry, with properties calculated with wB97M-V/def2-TZVPD.

Output
2S+1 = 4
HOMO energy (alpha / beta) = -3.389 / -4.850 eV
Charge = -1
LUMO level (alpha / beta) = 1.3 / 1.3 eV

```
107
Properties=species:S:1:pos:R:3:forces:R:3:mulliken_spin:R:1
H -3.267 0.382 -0.934 -0.315 0.300 -0.173 0.00
H 1.220 -4.758 -3.771 0.274 0.052 -0.220 0.00
C 5.535 0.809 -0.673 -0.391 0.809 0.452 0.00
C -3.702 1.344 -0.613 0.280 -0.710 -0.080 0.01
H -1.584 3.222 5.206 -0.092 -0.044 0.293 0.00
H 6.077 -0.611 -5.324 0.001 0.055 0.248 0.00
H 6.273 2.108 -3.714 0.227 -0.506 0.144 0.00
C -0.990 -0.566 -4.481 -0.726 -0.458 -0.479 0.00
H 1.186 -2.003 -6.696 -0.722 0.430 0.393 0.00
N 1.178 -1.459 -2.689 0.426 -0.303 -1.577 0.00
C -3.278 3.873 -0.759 0.026 1.827 -0.235 0.00
H -2.603 5.654 0.473 -0.349 0.058 -0.176 0.00
C -4.425 4.238 2.207 -0.111 0.689 -0.105 0.00
H 2.101 -1.111 -2.426 -0.520 -0.050 0.261 0.00
H -3.231 3.578 5.914 0.397 0.487 0.176 0.00
C 6.836 -2.771 2.121 -0.436 1.803 -1.165 0.00
H -4.007 1.361 5.379 0.391 -0.085 0.715 0.00
N 4.239 -1.103 -0.006 -0.257 -0.666 0.138 0.00
C -1.967 -0.705 -6.714 -0.619 0.310 0.761 0.00
C -2.934 1.537 5.620 -0.251 -0.478 -0.100 0.00
O -2.735 -1.555 0.435 0.581 -0.901 0.637 0.00
C 1.198 -1.840 -4.090 1.823 -1.309 1.521 0.00
C 0.179 -1.348 -1.752 0.061 0.322 1.692 0.07
H 3.968 -2.774 -2.713 0.269 0.199 -0.032 0.00
H -2.809 -0.601 -7.393 0.044 0.121 0.217 0.00
H -1.057 -0.300 -3.427 -0.148 0.069 -0.340 0.00
Se -0.531 3.216 2.713 -0.199 0.532 -0.138 0.00
C 4.953 -0.820 -2.378 1.493 1.217 0.064 0.00
S -1.196 -0.293 2.429 -2.207 0.987 1.538 0.04
C 0.659 -5.421 -3.124 0.261 -0.312 0.269 0.00
H -2.962 0.209 -4.999 0.593 -0.387 -0.201 0.00
C -2.061 -0.311 -5.368 0.447 0.289 0.378 0.00
C -4.443 3.734 3.515 0.481 0.162 0.497 0.00
H -7.702 4.174 4.152 0.048 -0.030 0.025 0.00
C -5.612 3.738 4.255 -0.348 -0.840 -0.385 0.00
H -2.432 0.874 4.933 0.458 -0.330 -0.167 0.01
S 0.303 -0.079 -0.584 -0.024 -0.743 -0.884 -0.05
S -2.146 -1.977 1.742 -2.840 -0.063 -0.059 0.02
H -4.772 1.392 -0.969 1.098 0.185 0.282 0.00
H -5.685 3.228 5.210 0.111 0.254 0.007 0.00
H -5.484 5.393 0.670 -0.009 -0.289 0.943 0.00
C 5.230 -0.132 -4.815 0.604 1.060 -0.853 0.00
C 2.551 -2.363 1.955 -0.600 -0.595 0.505 0.01
H -1.523 4.266 0.505 -0.617 0.252 -0.044 0.00
H 5.562 -2.872 -1.983 -0.234 0.508 0.062 0.00
C -2.302 3.660 2.739 -0.819 -1.679 2.104 0.00
H -3.693 1.169 0.483 -0.019 0.683 -0.405 0.00
C 0.096 -4.588 -1.942 -1.802 -2.526 -0.108 0.01
C -2.595 4.563 0.493 0.909 -0.838 -1.717 0.00
C 4.884 -0.360 -1.035 0.019 -0.799 0.002 0.00
H -1.446 1.518 7.219 -0.651 0.226 0.033 0.00
C 5.429 0.127 -3.354 -0.134 -0.170 0.752 0.00
H -3.226 4.526 -1.701 0.119 -0.432 1.602 0.00
N -0.761 -2.284 -1.618 0.144 -0.023 -1.885 0.01
C -3.456 1.776 8.198 -0.128 0.447 -0.208 0.00
H -0.554 -5.282 -1.313 0.898 0.814 -0.503 0.00
H -0.048 -5.974 -3.770 -0.300 0.584 0.495 0.00
C 4.960 -2.293 -2.706 -0.651 -1.029 -0.248 0.00
C 4.023 -2.443 1.996 1.744 0.110 0.251 -0.01
V 0.379 -1.586 1.594 1.845 -0.172 -1.136 2.89
C -6.718 4.868 2.419 -0.226 1.063 -1.196 0.00
N -3.143 3.386 3.869 1.003 0.127 -1.372 0.00
H -0.555 -3.228 -3.508 0.028 -0.171 0.442 0.00
C 4.634 -3.276 2.930 -0.143 0.622 -0.946 0.00
C -6.758 4.215 3.619 -0.072 0.037 1.475 0.00
H -3.699 1.011 8.950 0.279 0.197 -0.173 0.00
C 4.878 -1.695 1.090 -0.889 -0.691 0.698 0.01
C 0.275 -1.491 -6.322 -0.293 -1.161 -0.453 0.00
C -0.840 -3.513 -2.480 0.790 1.791 0.155 0.00
H 1.330 -6.214 -2.781 0.112 0.250 0.160 0.00
H 3.329 -1.605 -0.152 1.005 0.890 -0.303 0.00
O -3.120 -2.509 2.691 0.457 0.561 -0.580 0.01
H -2.768 2.445 -2.270 -0.301 -0.068 1.058 0.00
H 6.365 -4.273 3.557 0.400 -0.392 0.054 0.00
C -5.527 4.927 1.678 0.149 -0.584 -0.598 0.00
H -4.331 3.781 -0.521 -0.403 0.161 -0.098 0.00
H -2.445 0.129 7.237 -0.257 0.275 -0.373 0.00
H 5.423 -2.537 -3.683 -0.369 0.528 0.371 0.00
H 6.902 -0.909 0.912 -0.684 -1.252 0.135 0.00
C -2.509 1.219 7.094 0.096 -0.255 -0.284 0.00
H -1.536 -2.040 -0.996 -0.158 -0.092 0.537 -0.01
H 4.374 -0.741 -5.010 -0.645 -0.388 -0.080 0.00
C 0.117 -1.291 -4.952 0.581 0.428 -0.627 0.00
N -3.114 4.093 1.742 -0.232 0.269 0.672 0.00
C 6.043 1.333 -2.976 -0.987 -0.233 0.618 0.00
O 2.151 -2.564 -4.439 -2.342 2.135 -0.035 0.00
H 4.035 -3.797 3.646 -0.382 -0.213 0.235 0.00
H -1.713 2.330 -0.892 -1.073 0.054 0.232 0.00
H -0.746 -1.661 -8.191 0.030 0.367 -0.064 0.00
C 6.006 -3.522 2.882 -0.675 -0.734 1.106 0.00
C -2.801 2.496 -1.137 0.808 -1.217 -0.864 0.00
H -7.632 5.418 2.106 0.844 -0.631 -0.099 0.00
H 6.642 2.507 -1.223 -0.159 0.017 -0.408 0.00
H 5.083 0.861 -5.325 0.073 -0.937 0.354 0.00
C 6.247 -1.698 1.379 1.268 0.199 -1.051 0.00
H -3.059 2.673 8.753 -0.493 -0.779 -0.743 0.00
O 1.854 -2.157 3.014 1.087 -0.275 -1.660 0.01
H -1.888 -3.783 -2.607 0.042 -0.249 0.543 0.00
H 5.466 1.196 0.358 0.082 -0.563 -0.483 0.00
H 0.880 -4.251 -1.264 -0.026 0.433 -0.331 0.01
C -2.643 2.966 5.228 -0.980 0.840 -0.930 0.00
C 6.134 1.626 -1.612 0.300 0.074 -0.063 0.00
O -1.062 -3.005 1.527 0.121 0.480 -0.311 0.00
O 1.984 -2.535 0.806 1.119 -0.091 0.563 -0.01
C -0.809 -1.269 -7.181 1.163 -0.526 0.010 0.00
H 7.896 -3.003 2.007 -0.224 0.431 0.381 0.00
H -4.433 2.004 7.708 0.624 0.201 0.490 0.00
```
Positions in Å, forces in eV/Å.

---

Record 3
Below is C24H43N2OP3PrS as an isolated structure in a non-equilibrium geometry, with properties calculated with wB97M-V/def2-TZVPD.

Output
2S+1 = 3
HOMO energy (alpha / beta) = -13.926 / -13.926 eV
Charge = +3
LUMO level (alpha / beta) = -10.8 / -11.0 eV

```
75
Properties=species:S:1:pos:R:3:forces:R:3:mulliken_spin:R:1
P -2.267 -0.350 -0.952 -0.630 -0.295 -0.372 0.00
H 1.027 1.424 3.502 -0.181 0.359 -0.031 0.00
H -0.380 -6.551 -7.689 -0.126 0.138 0.173 0.00
C -1.225 -4.650 -7.097 0.013 -0.059 0.133 0.00
H -0.138 2.761 3.608 0.160 0.281 0.156 0.00
N 3.313 -0.916 -1.695 -0.404 0.438 -0.050 0.00
H -2.078 1.138 3.924 -0.162 -0.219 0.237 0.00
C 0.568 -3.536 -0.514 0.221 -0.412 -0.594 0.00
C 3.512 -0.343 -0.486 1.618 -0.477 0.547 0.00
H -2.760 2.232 0.881 0.083 0.105 0.165 0.00
H -0.733 2.187 -1.646 -0.268 -0.272 0.391 0.00
H 1.036 -3.782 2.325 0.134 -0.131 0.267 0.00
C -1.761 0.389 3.197 -0.369 -0.446 0.437 0.00
H 1.576 -3.314 -0.885 -0.094 -0.178 0.176 0.00
C -2.811 0.968 -2.037 -0.402 0.244 -0.220 0.00
C 5.489 0.286 2.741 -0.681 -0.017 -0.098 0.00
H -2.635 -0.104 2.763 0.062 0.138 0.122 0.00
C 0.419 2.122 2.926 0.560 0.393 0.447 0.00
H -2.245 -3.093 0.597 0.099 -0.110 0.103 0.00
H -0.777 -7.631 -5.485 -0.053 0.130 -0.068 0.00
H -3.832 0.381 0.702 -0.127 -0.123 -0.085 0.00
P -0.816 1.271 1.978 -1.165 1.040 1.550 -0.01
C -0.849 -5.983 -6.886 -0.115 0.265 0.104 0.00
O -1.915 -6.400 -3.381 0.280 -0.388 0.066 0.00
H -2.197 -2.722 -1.468 -0.127 0.096 -0.177 0.00
P 0.065 -2.399 0.758 -0.196 -2.681 0.185 -0.03
H 0.888 -2.138 3.002 0.015 -0.336 -0.120 0.00
H -3.297 -1.772 -2.507 0.134 -0.304 -0.178 0.00
H -2.130 1.123 -2.876 -0.183 -0.075 -0.021 0.00
H -4.491 -0.791 -0.470 -0.306 -0.018 0.316 0.00
H 1.015 2.387 -1.138 -0.013 -0.463 0.404 0.00
C 3.274 0.025 1.724 0.352 -0.003 -0.145 0.00
H -3.781 0.629 -2.404 -0.097 0.379 -0.262 0.00
H 4.099 -1.051 -2.325 -0.259 -0.022 0.218 0.00
H 6.555 0.379 2.603 0.122 0.015 0.145 0.00
H 1.080 2.727 2.299 -0.061 0.018 0.133 0.00
H 2.211 -2.519 1.881 -0.138 -0.047 0.001 0.00
H -1.140 -0.368 3.689 -0.116 0.153 0.066 0.00
H -3.477 -1.350 0.890 -0.137 0.107 -0.155 0.00
C -3.638 -0.550 0.166 -0.653 -0.141 0.228 0.00
C -1.674 -5.862 -4.614 0.220 0.146 -0.768 0.00
C 4.891 0.294 3.999 0.186 0.006 -0.383 0.00
C 0.557 0.497 -2.160 -0.103 4.548 -2.442 0.07
H 1.665 -0.297 3.047 -0.222 0.014 0.363 0.00
H -1.221 -4.062 1.681 -0.340 -0.129 0.165 0.00
C 1.164 -2.722 2.116 0.530 0.016 0.621 0.00
Pr 0.222 0.005 0.017 2.917 0.289 3.731 1.98
C 3.518 0.098 4.122 -0.540 -0.138 -0.589 0.00
H -2.122 -2.896 -6.211 0.017 -0.190 -0.058 0.00
H -0.136 0.057 -2.865 -0.299 -0.133 0.141 0.00
H -2.520 -3.984 -4.001 -0.051 -0.120 -0.127 0.00
C 4.657 0.127 1.632 0.509 0.290 0.104 0.00
C -1.826 -3.932 -6.059 0.168 -0.226 -0.027 0.00
H 1.608 0.270 -2.357 -0.236 0.010 0.429 0.01
H 3.052 0.047 5.095 0.085 -0.023 0.126 0.00
H -1.527 -1.739 -2.791 -0.263 -0.082 0.036 0.00
C -1.067 -6.596 -5.656 -0.331 0.574 0.478 0.00
H 2.482 -1.462 -1.872 0.349 -0.013 -0.063 0.00
H -1.845 -2.475 2.217 0.066 -0.178 -0.046 0.00
S 5.178 -0.077 -0.018 -0.405 0.059 -0.179 0.00
H -1.606 -7.322 -3.378 -0.234 0.351 0.025 0.00
H -1.050 -4.178 -8.065 -0.086 -0.168 0.319 0.00
C -2.313 -1.790 -2.028 -0.170 -0.270 -0.286 0.00
C 0.222 1.707 -1.471 1.488 -0.397 -5.055 -0.01
N 2.614 -0.119 0.466 0.334 -1.070 -0.193 -0.01
H 5.508 0.418 4.877 -0.032 -0.014 0.049 0.00
H -2.926 1.912 -1.494 -0.135 -0.125 -0.119 0.00
C -1.874 2.597 1.406 -0.312 0.333 -0.371 0.00
H -2.174 3.137 2.308 -0.139 0.222 -0.191 0.00
H 0.557 -4.523 -0.044 0.138 -0.169 -0.334 0.00
C -1.471 -3.049 1.363 -0.718 -0.276 0.268 0.00
C 2.711 -0.063 2.988 0.538 0.248 0.015 0.00
C -2.052 -4.529 -4.818 0.334 -0.359 -0.151 0.00
H -0.120 -3.522 -1.364 0.064 -0.153 0.108 0.00
H -1.323 3.266 0.735 -0.116 0.043 0.209 0.00
```
Positions in Å, forces in eV/Å.

---

Record 4
Below is a 2-piece molecular cluster, CH4F2P2 overall in a non-equilibrium geometry, with properties calculated with wB97M-V/def2-TZVPD.

Output
HOMO energy (alpha / beta) = -8.537 / -8.433 eV
LUMO level (alpha / beta) = -1.5 / -0.5 eV

```
9
Properties=species:S:1:pos:R:3:forces:R:3:nbo_charge:R:1
F 2.598 0.942 -0.090 0.820 -0.031 0.083 -0.36
P 0.290 -0.134 0.234 -0.618 -1.477 1.247 0.21
C 2.192 -0.249 0.399 -1.025 0.892 -0.630 0.46
F 2.821 -1.189 -0.278 0.186 -0.355 0.086 -0.33
H -2.633 -0.688 -1.458 0.129 -0.445 -0.247 -0.03
H -2.931 1.050 -0.655 0.204 -0.181 0.422 -0.03
H 0.329 1.259 0.415 -0.251 -0.143 0.613 0.02
P -2.602 -0.248 -0.129 0.076 0.655 -0.188 0.03
H -0.064 -0.742 1.561 0.479 1.085 -1.388 0.03
```
Positions in Å, forces in eV/Å.

---

Record order is preserved below.
DFT total energy: -625.7231, -6857.7034, -3063.2342, -922.7723 a.u.
Record order is preserved below.
ΔE to the lowest compared entry with this formula, charge and spin: 1.590, 0.000, 4.545, 3.295 eV